Entry 1:
This record from the Open Molecules 2025 dataset describes a cluster of 11 separate species, C52H66O14 in total in a non-equilibrium geometry. The level of theory is ωB97M-V/def2-TZVPD.

ORCA input file:
```
! wB97M-V def2-TZVPD RIJCOSX def2/J DEFGRID3
* xyz 0 1
C -5.61 2.00 1.92
C -6.65 1.10 1.72
C -6.55 0.13 0.73
C -5.34 -0.07 0.06
C -4.26 0.74 0.37
C -4.41 1.79 1.26
H -5.68 2.73 2.72
H -7.56 1.20 2.30
H -7.35 -0.58 0.57
H -5.25 -0.82 -0.72
H -3.30 0.61 -0.13
H -3.57 2.42 1.52
C 1.11 3.29 -0.60
C 2.46 3.10 -0.85
C 3.04 3.55 -2.02
C 2.24 4.10 -3.01
C 0.88 4.24 -2.78
C 0.29 3.83 -1.59
H 0.71 3.02 0.37
H 3.09 2.67 -0.08
H 4.10 3.45 -2.20
H 2.64 4.54 -3.92
H 0.23 4.67 -3.55
H -0.77 3.93 -1.43
C 7.40 0.70 -0.47
C 7.87 0.73 -1.78
C 6.96 0.75 -2.83
C 5.59 0.78 -2.58
C 5.14 0.69 -1.27
C 6.04 0.71 -0.21
H 8.08 0.76 0.37
H 8.93 0.68 -1.98
H 7.29 0.82 -3.86
H 4.89 0.74 -3.40
H 4.07 0.68 -1.08
H 5.66 0.77 0.80
C -1.92 -2.55 -1.02
C -0.80 -3.12 -1.63
C 0.10 -3.82 -0.84
C -0.11 -4.00 0.52
C -1.23 -3.44 1.13
C -2.15 -2.76 0.34
H -2.60 -1.88 -1.53
H -0.64 -2.99 -2.69
H 0.96 -4.28 -1.30
H 0.64 -4.54 1.09
H -1.43 -3.54 2.19
H -3.08 -2.40 0.76
O -2.71 2.32 5.92
C -2.04 2.83 5.07
O -2.33 2.68 3.75
C -1.47 3.49 2.94
C -0.21 3.66 3.79
C -0.80 3.69 5.21
H -1.94 4.44 2.70
H -1.23 2.95 2.03
H 0.30 4.61 3.58
H 0.49 2.84 3.64
H -1.11 4.68 5.53
H -0.11 3.26 5.93
O 4.17 -0.75 1.87
C 4.22 -1.94 1.79
O 4.95 -2.66 2.65
C 4.94 -4.08 2.35
C 4.22 -4.21 1.00
C 3.55 -2.85 0.77
H 4.39 -4.55 3.17
H 5.96 -4.42 2.35
H 3.55 -5.06 0.96
H 5.00 -4.37 0.25
H 2.49 -2.91 1.04
H 3.60 -2.47 -0.24
O 0.17 -0.69 -7.46
C 0.66 0.11 -6.71
O 1.23 1.26 -7.14
C 1.72 2.05 -6.04
C 1.19 1.42 -4.77
C 0.86 -0.01 -5.22
H 1.38 3.08 -6.18
H 2.81 2.09 -6.12
H 0.29 1.88 -4.37
H 1.88 1.34 -3.93
H 0.14 -0.55 -4.61
H 1.78 -0.62 -5.21
O -2.30 -1.18 -4.14
C -3.13 -1.21 -5.01
O -4.32 -1.80 -4.81
C -5.19 -1.63 -5.96
C -4.49 -0.61 -6.85
C -3.01 -0.71 -6.43
H -6.15 -1.25 -5.61
H -5.37 -2.62 -6.37
H -4.88 0.39 -6.71
H -4.60 -0.85 -7.91
H -2.57 0.28 -6.44
H -2.43 -1.40 -7.03
O -0.76 0.73 1.60
C -0.31 0.33 0.56
O -0.94 0.56 -0.59
C -0.17 0.13 -1.72
C 1.21 -0.29 -1.20
C 0.99 -0.41 0.32
H -0.04 1.01 -2.35
H -0.73 -0.59 -2.30
H 1.97 0.44 -1.44
H 1.45 -1.25 -1.65
H 1.80 0.03 0.91
H 0.85 -1.46 0.58
O 1.27 -1.32 7.43
C 1.18 -1.24 6.25
O 1.56 -2.25 5.42
C 1.43 -1.87 4.03
C 1.28 -0.35 4.07
C 0.58 -0.12 5.40
H 0.54 -2.37 3.64
H 2.32 -2.18 3.50
H 0.81 0.05 3.18
H 2.28 0.09 4.12
H -0.50 -0.30 5.39
H 0.83 0.84 5.84
O -2.54 -2.93 6.01
C -2.94 -2.14 5.21
O -2.23 -1.83 4.11
C -2.83 -0.73 3.35
C -4.16 -0.43 4.04
C -4.27 -1.43 5.19
H -2.81 -0.94 2.29
H -2.15 0.10 3.53
H -5.01 -0.45 3.36
H -4.18 0.61 4.38
H -5.07 -2.15 5.02
H -4.47 -0.94 6.14
*
```

Output
SMILES: O=C1CCCO1.O=C1CCCO1.O=C1CCCO1.O=C1CCCO1.O=C1CCCO1.O=C1CCCO1.O=C1CCCO1.c1ccccc1.c1ccccc1.c1ccccc1.c1ccccc1
F_max: 0.0293 hartree/bohr
Relative energy (zero: lowest compared OMol25 entry of this formula, charge and spin): 0.000 eV
Orbital gap: 9.545 eV

Entry 2:
This record from the Open Molecules 2025 dataset describes a cluster of 5 separate species, C52H67ClFNO4 in total in a non-equilibrium geometry. The level of theory is ωB97M-V/def2-TZVPD.

ORCA input file:
```
! wB97M-V def2-TZVPD RIJCOSX def2/J DEFGRID3
* xyz 0 1
C 3.12 3.84 3.55
C 2.12 5.00 3.75
C 1.99 5.85 2.47
C 3.33 6.59 2.21
C 3.69 6.75 0.72
C 3.98 5.43 0.01
C 4.28 5.63 -1.49
C 5.27 4.59 -2.07
C 4.72 3.83 -3.28
C 3.59 2.82 -2.95
C 3.76 2.16 -1.57
C 3.05 0.81 -1.43
C 1.53 0.90 -1.66
C 0.67 1.09 -0.37
C -0.66 1.72 -0.89
C -0.75 3.23 -0.72
C -1.99 3.76 -0.43
C -2.21 5.10 -0.29
C -1.16 5.98 -0.40
C -1.40 7.45 -0.20
C 0.07 5.45 -0.69
C 0.29 4.12 -0.85
O 1.51 1.87 0.48
C 0.85 1.99 1.69
O 0.81 2.98 2.36
C 0.23 0.58 1.92
O 0.97 0.09 3.01
C -1.24 0.88 2.37
C -1.34 1.32 3.81
O -1.20 0.60 4.77
F -1.59 2.63 3.99
C 0.40 -0.16 0.54
Cl -0.95 -1.24 0.06
C 1.57 -1.13 0.78
N 1.93 -1.93 -0.41
H 2.79 2.94 4.08
H 3.15 3.56 2.49
H 4.13 4.14 3.83
H 1.14 4.52 3.87
H 2.34 5.60 4.63
H 1.21 6.59 2.64
H 1.68 5.23 1.63
H 4.18 6.15 2.73
H 3.21 7.60 2.63
H 2.91 7.34 0.22
H 4.61 7.36 0.68
H 4.84 4.97 0.51
H 3.11 4.76 0.10
H 4.75 6.62 -1.55
H 3.36 5.71 -2.08
H 6.14 5.15 -2.43
H 5.65 3.95 -1.27
H 4.28 4.58 -3.95
H 5.54 3.35 -3.81
H 2.63 3.35 -2.97
H 3.56 2.07 -3.74
H 4.83 1.97 -1.44
H 3.47 2.81 -0.74
H 3.46 0.14 -2.20
H 3.33 0.37 -0.47
H 1.36 1.79 -2.26
H 1.13 0.05 -2.22
H -1.56 1.28 -0.45
H -0.72 1.51 -1.96
H -2.84 3.08 -0.35
H -3.23 5.42 -0.09
H -0.57 8.06 -0.55
H -1.48 7.64 0.87
H -2.35 7.77 -0.64
H 0.90 6.16 -0.77
H 1.28 3.74 -1.07
H 0.47 -0.61 3.45
H -1.64 1.66 1.72
H -1.81 -0.06 2.29
H 1.23 -1.86 1.53
H 2.47 -0.63 1.13
H 1.43 -1.64 -1.23
H 2.93 -1.91 -0.56
C -0.10 -6.47 -3.86
C -1.43 -6.30 -3.52
C -1.81 -5.27 -2.67
C -0.84 -4.40 -2.16
C 0.49 -4.58 -2.50
C 0.86 -5.61 -3.34
H 0.19 -7.28 -4.52
H -2.19 -6.97 -3.92
H -2.85 -5.14 -2.40
H -1.14 -3.60 -1.50
H 1.24 -3.90 -2.10
H 1.91 -5.75 -3.60
C -1.87 -7.80 2.64
C -0.97 -6.74 2.63
C -0.38 -6.34 1.44
C -0.70 -6.99 0.25
C -1.60 -8.05 0.26
C -2.18 -8.45 1.46
H -2.33 -8.11 3.57
H -0.73 -6.23 3.55
H 0.33 -5.52 1.43
H -0.24 -6.68 -0.68
H -1.85 -8.56 -0.66
H -2.88 -9.28 1.47
C -3.15 -3.96 5.68
C -2.38 -2.81 5.73
C -1.78 -2.33 4.57
C -1.97 -3.00 3.37
C -2.74 -4.15 3.32
C -3.33 -4.64 4.48
H -3.62 -4.34 6.58
H -2.24 -2.29 6.67
H -1.18 -1.43 4.61
H -1.50 -2.62 2.46
H -2.88 -4.67 2.38
H -3.93 -5.54 4.44
C -5.86 -5.79 -5.56
C -7.19 -5.61 -5.23
C -7.57 -4.58 -4.37
C -6.60 -3.72 -3.87
C -5.27 -3.89 -4.21
C -4.90 -4.93 -5.05
H -5.57 -6.59 -6.23
H -7.94 -6.28 -5.63
H -8.61 -4.45 -4.11
H -6.89 -2.91 -3.21
H -4.52 -3.22 -3.81
H -3.85 -5.06 -5.31
*
```

Output
SMILES: CCCCCCCCCCCCC[C@]1(Cc2ccc(C)cc2)OC(=O)[C@@](O)(CC(=O)F)[C@]1(Cl)CN.c1ccccc1.c1ccccc1.c1ccccc1.c1ccccc1
F_max: 0.0478 hartree/bohr
Orbital gap: 9.336 eV